No. 1
Below is a 2-piece molecular cluster, C5H15N2O overall in a non-equilibrium geometry, with properties calculated with ωB97M-V/def2-TZVPD.

```
23
Properties=species:S:1:pos:R:3:forces:R:3
C -0.922 -0.233 3.223 1.4 0.5 0.6
C -0.370 -1.084 2.095 -0.8 0.3 -1.3
C 0.234 -0.295 0.913 1.3 -0.9 0.2
C -0.678 0.696 0.183 -0.2 -0.2 1.0
N -1.411 0.118 -0.955 -0.3 -0.1 0.5
C -0.882 -0.244 -2.100 0.0 -0.1 1.0
N 0.416 -0.180 -2.303 -0.7 0.6 0.1
H -1.390 -0.899 3.948 -0.7 0.5 -0.1
H -0.160 0.319 3.809 0.3 -0.7 -0.3
H -1.460 0.639 2.857 -1.1 -0.5 0.1
H 0.372 -1.801 2.441 0.0 0.0 0.0
H -1.186 -1.664 1.620 0.1 -0.1 0.6
H 0.606 -1.044 0.199 -0.2 0.1 0.0
H 1.179 0.119 1.290 -0.4 0.7 -0.3
H -1.427 1.034 0.907 -0.1 0.0 -0.4
H -0.192 1.604 -0.129 0.5 0.3 -0.4
H -2.381 -0.094 -0.750 0.2 0.0 -0.5
H -1.570 -0.657 -2.828 0.3 0.0 -0.2
H 1.012 0.302 -1.630 0.3 -0.1 -0.1
H 0.765 -0.262 -3.233 0.2 -0.2 -0.5
H 3.577 0.403 -1.389 -0.1 -0.1 -0.1
H 3.191 1.589 -0.539 -0.2 0.1 -0.1
O 2.818 0.957 -1.166 0.2 0.0 0.2
```
Forces are in eV/Å.

Output
Energy relative to the best compared isomer or geometry (same formula, charge and spin)   0.396 eV
DFT total energy   -10450.1653 eV
HOMO level   -14.350 eV
Multiplicity   1
Total charge   +1
Frontier orbital gap   11.25 eV


No. 2
Below is one molecule with the formula C5H9OP in a non-equilibrium geometry, with properties calculated with ωB97M-V/def2-TZVPD.

```
16
Properties=species:S:1:pos:R:3:forces:R:3
C 3.339 -0.979 -0.242 -0.6 -0.1 -0.2
C 2.424 -0.221 -0.090 -1.3 0.4 -0.5
C -1.430 -1.566 0.098 0.5 0.2 1.1
C -1.541 0.799 -0.120 1.9 1.1 4.8
C -0.535 1.923 -0.289 0.5 -1.8 -0.8
O -0.821 -0.380 -0.328 0.2 -0.5 -0.4
P 1.048 0.983 0.129 -0.6 1.6 1.7
H 3.980 -1.764 -0.509 0.8 -0.4 0.1
H -2.108 -1.894 -0.691 -1.0 0.0 0.8
H -1.714 -1.455 1.218 -0.3 -0.5 -2.0
H -0.611 -2.240 0.012 0.6 -1.0 0.4
H -2.482 0.775 -0.546 -1.8 0.4 -1.5
H -1.701 0.922 1.041 -0.4 -0.9 -1.5
H -0.732 2.321 -1.293 1.1 0.3 0.0
H 1.027 0.707 1.624 -0.4 0.6 -2.0
H 1.857 2.069 -0.015 0.9 0.6 0.2
```
Forces are in eV/Å.

Output
Energy relative to the best compared isomer or geometry (same formula, charge and spin)   6.790 eV
DFT total energy   -16660.0994 eV
HOMO level   -7.688 eV
Multiplicity   1
Structure (SMILES)   C#C[PH2]=CCOC
Total charge   0
Frontier orbital gap   8.22 eV


No. 3
Below is a 3-piece molecular cluster, C6H11N overall in a non-equilibrium geometry, with properties calculated with ωB97M-V/def2-TZVPD.

```
18
Properties=species:S:1:pos:R:3:forces:R:3
C 0.490 1.490 1.626 0.1 0.2 0.0
C -1.216 0.475 -1.991 0.0 -0.3 -0.3
C 0.362 -1.103 0.192 0.5 0.9 0.7
C -0.020 1.089 0.321 1.1 -4.2 0.7
N -0.237 -1.771 1.250 0.0 -0.2 0.1
C -0.681 0.891 -0.700 -0.7 4.7 -0.5
C 1.446 -1.528 -0.460 0.0 0.0 0.2
H -1.240 -1.684 1.311 0.1 0.0 0.0
H 0.080 -2.721 1.435 -0.1 0.1 -0.1
H -0.675 2.409 -0.467 -0.8 -1.1 -0.9
H -0.061 2.358 1.992 0.0 0.0 0.0
H 0.365 0.651 2.313 0.0 0.1 -0.1
H 1.551 1.731 1.563 -0.1 0.0 0.0
H 1.931 -2.482 -0.237 -0.2 -0.1 -0.1
H 1.953 -0.901 -1.182 0.0 0.1 0.0
H -0.549 -0.266 -2.432 0.0 -0.1 0.0
H -2.205 0.026 -1.878 0.1 0.1 0.0
H -1.294 1.338 -2.656 0.0 -0.1 0.2
```
Forces are in eV/Å.

Output
Energy relative to the best compared isomer or geometry (same formula, charge and spin)   7.167 eV
DFT total energy   -7883.3645 eV
HOMO level (alpha / beta)   -6.706 / -6.708 eV
Multiplicity   1
Total charge   0
Frontier orbital gap (alpha / beta)   7.55 / 7.55 eV


No. 4
Below is one molecule with the formula C7H12FO2P in a non-equilibrium geometry, with properties calculated with ωB97M-V/def2-TZVPD.

```
23
Properties=species:S:1:pos:R:3:forces:R:3
C -1.213 -0.147 0.835 -0.3 0.0 -3.3
C -0.653 -1.543 0.554 2.3 1.8 0.2
C -0.718 0.825 -0.315 -0.9 0.5 2.3
C 0.923 -1.425 0.616 -0.6 -0.6 -0.1
C 1.250 1.881 -1.303 0.1 -0.1 -0.3
C 0.810 0.882 -0.231 -1.7 1.9 -2.2
C 1.413 -0.436 -0.417 1.3 -0.1 0.2
O 2.716 2.076 -1.324 -0.8 0.1 0.1
O 2.857 -0.348 -0.361 1.6 2.3 -0.1
F 3.341 1.750 1.129 0.5 -0.7 -2.1
P 3.724 1.183 -0.466 -2.3 -1.8 2.2
H -2.259 -0.266 0.589 -0.7 0.4 1.0
H -0.976 0.356 1.762 -0.1 -0.5 0.5
H -0.910 -2.190 1.330 -0.7 -1.3 1.1
H -1.056 -1.901 -0.392 0.2 -0.1 -0.1
H -1.233 0.694 -1.267 0.6 -0.7 -0.3
H -1.133 1.804 0.000 0.5 -0.1 -0.2
H 1.172 -0.997 1.642 0.0 -0.8 -1.2
H 1.416 -2.408 0.410 -0.3 0.8 0.6
H 0.995 1.504 -2.321 0.1 0.3 0.6
H 0.694 2.841 -1.132 1.0 -0.6 -0.2
H 1.014 1.333 0.696 0.6 0.3 1.5
H 1.194 -0.678 -1.447 -0.3 -0.9 -0.4
```
Forces are in eV/Å.

Output
Energy relative to the best compared isomer or geometry (same formula, charge and spin)   0.000 eV
DFT total energy   -23556.2426 eV
HOMO level   -10.128 eV
Multiplicity   1
Structure (SMILES)   FP1OC[C@H]2CCCC[C@@H]2O1
Total charge   0
Frontier orbital gap   11.05 eV


No. 5
Below is C6H15EuO4P2S2 as an isolated structure in a non-equilibrium geometry, with properties calculated with ωB97M-V/def2-TZVPD.

```
30
Properties=species:S:1:pos:R:3:forces:R:3
C -1.721 -1.645 2.768 0.1 0.0 -1.3
C -0.342 -1.899 2.184 -0.9 -0.4 1.8
O 0.581 -2.137 2.871 0.8 0.0 -0.6
O -0.255 -1.864 0.753 5.5 -0.9 8.3
C 1.120 -1.788 0.244 1.5 0.9 -0.9
C 1.740 -0.384 0.410 -0.6 0.4 0.0
C 0.968 0.791 -0.267 -0.1 -0.2 0.5
P 2.104 2.276 -0.442 1.7 -0.1 -1.5
S 3.346 2.143 -1.939 -0.4 -0.1 0.4
C -0.357 1.372 0.351 -0.4 0.2 -0.9
O -1.057 1.950 -0.756 0.8 -0.8 0.2
P -0.968 0.821 -2.028 0.2 2.4 -3.1
S -2.860 1.430 -2.978 -0.8 -0.3 0.6
O 0.641 0.315 -1.546 -1.2 -0.8 1.3
H -2.514 -1.724 2.016 0.0 0.2 0.1
H -1.712 -0.640 3.184 -0.1 0.0 0.1
H -1.929 -2.372 3.545 0.2 0.0 0.1
H 1.089 -2.072 -0.850 -0.1 0.3 0.9
H 1.784 -2.509 0.712 -0.4 -0.3 0.3
H 1.937 -0.163 1.459 0.0 -0.2 0.1
H 2.699 -0.452 -0.111 0.1 0.0 0.0
H 1.303 3.434 -0.537 -0.2 -0.3 0.6
H 2.827 2.303 0.775 -0.7 0.2 0.2
H -0.187 2.175 1.065 0.1 -0.2 0.2
H -1.043 0.630 0.796 0.4 0.0 0.4
H -0.332 1.675 -2.956 0.0 -0.2 0.2
H -0.973 -0.373 -2.898 0.2 -0.2 0.2
H -1.638 -0.087 -1.102 -1.0 4.9 -0.3
H -2.952 0.461 -3.918 0.3 0.2 0.3
Eu -1.300 -1.665 -0.804 -5.0 -4.6 -8.2
```
Forces are in eV/Å.

Output
DFT total energy   -74220.5222 eV
HOMO level (alpha / beta)   -11.146 / -11.147 eV
<S²>   15.762
Multiplicity   8
Total charge   +1
Frontier orbital gap (alpha / beta)   6.53 / 6.59 eV


No. 6
Below is C7H6CeCl2GdN2O3 as an isolated structure in a non-equilibrium geometry, with properties calculated with ωB97M-V/def2-TZVPD.

```
22
Properties=species:S:1:pos:R:3:forces:R:3
Ce 4.682 2.845 -1.166 -4.8 -2.6 -0.5
Gd -0.147 -0.224 1.118 -0.6 1.0 -0.5
Cl 4.190 0.983 -2.804 0.4 1.2 1.1
Cl -0.775 2.091 1.567 0.6 -0.7 -0.1
C -1.031 -0.928 3.295 -2.8 -0.9 5.8
C 6.731 3.303 -2.117 9.6 3.2 -2.7
C 6.192 4.467 0.027 5.7 4.8 2.3
O -1.547 -1.082 4.316 2.3 0.6 -4.6
O 7.801 3.743 -2.276 -5.9 -2.7 0.5
O 7.082 5.167 0.271 -4.5 -3.3 -0.9
C -1.586 -3.079 0.339 0.4 -0.3 -0.1
C -2.366 -1.853 0.028 -0.7 -0.4 -0.4
N -2.197 -0.569 0.419 -0.4 -0.8 -0.4
C -3.275 0.159 -0.131 0.2 -0.3 -0.1
C -4.045 -0.689 -0.867 0.7 0.0 0.5
N -3.444 -1.948 -0.735 -0.4 0.6 -0.2
H -2.267 -3.850 0.739 0.4 0.3 0.0
H -1.137 -3.476 -0.588 -0.1 0.0 0.4
H -0.791 -2.929 1.087 -0.1 -0.1 -0.1
H -3.360 1.205 0.098 -0.2 0.1 -0.2
H -4.926 -0.517 -1.470 0.0 -0.1 0.2
H -3.782 -2.818 -1.150 0.0 0.3 0.1
```
Forces are in eV/Å.

Output
DFT total energy   -75243.4235 eV
HOMO level (alpha / beta)   -20.545 / -20.577 eV
<S²>   20.255
Multiplicity   9
Total charge   +4
Frontier orbital gap (alpha / beta)   5.13 / 5.27 eV